# 1
{"formula": "C18H48N11O3P2", "method": "ωB97M-V/def2-TZVPD", "lumo_ha": -0.1117, "homo_lumo_gap_ha": 0.2286, "e_homo_ha": -0.34028, "total_charge": 1, "total_energy_ha": -2224.93486, "max_force_ev_per_a": 6.93, "symbols": ["C", "N", "C", "C", "O", "C", "N", "N", "C", "N", "C", "N", "H", "H", "H", "H", "H", "H", "H", "H", "H", "H", "H", "H", "O", "P", "N", "C", "C", "N", "C", "C", "N", "C", "C", "H", "H", "H", "H", "H", "H", "H", "H", "H", "H", "H", "H", "H", "H", "H", "H", "H", "H", "O", "P", "N", "C", "C", "N", "C", "C", "N", "C", "C", "H", "H", "H", "H", "H", "H", "H", "H", "H", "H", "H", "H", "H", "H", "H", "H", "H", "H"], "coordinates": [[-6.093, -1.917, 2.362], [-4.918, -1.399, 3.084], [-3.835, -2.395, 3.214], [-5.254, -0.751, 4.293], [-5.928, 0.229, 4.244], [-4.770, -1.184, 5.704], [-4.964, -2.609, 6.021], [-5.671, -3.566, 5.404], [-5.493, -4.706, 6.082], [-4.694, -4.543, 7.132], [-4.398, -3.205, 7.073], [-3.623, -2.620, 7.992], [-6.196, -3.025, 2.423], [-5.999, -1.619, 1.298], [-7.013, -1.413, 2.718], [-4.243, -3.415, 3.404], [-3.347, -2.465, 2.218], [-3.048, -2.114, 3.934], [-5.386, -0.614, 6.428], [-3.723, -0.894, 5.931], [-6.222, -3.446, 4.560], [-5.979, -5.611, 5.703], [-3.811, -1.699, 8.369], [-2.850, -3.117, 8.417], [-2.246, -1.425, -0.062], [-1.483, -0.955, -1.298], [-2.797, -0.181, -2.093], [-3.912, -0.871, -2.710], [-3.232, 1.045, -1.431], [-1.060, -2.543, -1.841], [-1.741, -3.277, -2.887], [-0.703, -3.482, -0.776], [-0.439, -0.319, -2.534], [-0.770, 0.107, -3.879], [0.992, -0.543, -2.333], [-4.510, -0.169, -3.295], [-4.564, -1.363, -1.976], [-3.586, -1.609, -3.438], [-2.442, 1.802, -1.497], [-3.458, 0.881, -0.370], [-4.117, 1.474, -1.900], [-2.771, -3.533, -2.604], [-1.220, -4.211, -3.107], [-1.747, -2.734, -3.832], [-1.594, -3.930, -0.314], [-0.131, -2.984, 0.006], [-0.076, -4.289, -1.164], [-1.229, -0.688, -4.471], [0.126, 0.428, -4.416], [-1.434, 0.971, -3.880], [1.332, -1.437, -2.865], [1.216, -0.673, -1.272], [1.581, 0.313, -2.670], [4.681, 1.427, -2.939], [4.949, 2.835, -2.419], [6.483, 3.066, -3.157], [7.703, 2.395, -2.753], [6.409, 3.210, -4.609], [4.929, 2.393, -0.743], [6.101, 2.173, 0.079], [3.922, 1.394, -0.388], [5.008, 4.502, -1.917], [6.162, 5.358, -1.731], [3.798, 5.017, -1.284], [8.562, 2.845, -3.256], [7.689, 1.321, -2.973], [7.916, 2.534, -1.696], [5.887, 4.140, -4.862], [5.871, 2.378, -5.077], [7.397, 3.270, -5.065], [6.677, 1.300, -0.254], [5.817, 2.002, 1.120], [6.751, 3.049, 0.109], [4.270, 0.375, -0.608], [2.998, 1.562, -0.943], [3.670, 1.449, 0.674], [6.869, 4.960, -0.999], [5.861, 6.347, -1.377], [6.692, 5.534, -2.667], [3.862, 4.953, -0.192], [2.923, 4.448, -1.605], [3.613, 6.057, -1.566]], "atomic_forces_ev_per_a": [[-0.325, 0.979, -1.054], [0.330, -1.597, 2.573], [0.212, -0.467, -1.554], [0.452, 0.006, -1.098], [-0.989, 0.854, 0.553], [-0.432, 0.469, 0.162], [1.163, 0.712, 0.872], [-0.914, -0.705, -0.493], [0.326, -0.100, -0.072], [-0.583, 0.841, -1.240], [0.108, -1.776, 0.868], [0.488, 0.993, 0.175], [0.197, 0.543, 0.023], [-0.071, -0.530, 0.482], [0.538, -0.316, -0.052], [0.414, 0.519, 0.138], [-0.104, 0.117, 0.606], [-0.529, -0.013, -0.240], [0.179, -0.176, -0.668], [-0.405, -0.547, -0.407], [0.155, 0.408, 0.184], [0.345, 0.265, 0.503], [0.059, -0.181, -0.376], [-0.518, -0.232, -0.032], [2.302, 2.043, 1.657], [-3.808, -2.984, -4.961], [-0.583, 0.756, -0.688], [0.007, -0.435, 0.113], [0.525, 0.109, 0.303], [1.000, -1.198, 0.858], [0.046, 0.398, -0.541], [-0.307, 0.151, 0.259], [1.502, 0.669, 2.432], [-0.606, 0.946, -0.074], [0.110, -0.065, 0.070], [0.033, 0.161, 0.231], [-0.127, -0.066, -0.065], [0.123, -0.135, 0.143], [0.003, -0.003, 0.107], [-0.089, 0.040, 0.011], [0.044, -0.190, -0.165], [-0.051, -0.044, -0.060], [0.122, 0.062, 0.218], [-0.167, 0.134, 0.045], [0.053, -0.047, 0.093], [-0.083, -0.011, 0.018], [-0.047, 0.092, -0.211], [-0.088, -0.065, 0.129], [0.187, -0.159, 0.316], [-0.093, -0.131, -0.050], [-0.007, 0.023, -0.024], [-0.005, -0.083, -0.027], [-0.026, -0.021, 0.000], [-2.810, 1.775, -1.428], [6.021, -1.278, 3.085], [0.914, 0.621, -0.415], [-0.084, -0.385, 0.300], [-0.617, 0.167, -0.060], [-1.319, -0.556, 1.018], [0.344, 0.551, -0.058], [0.078, -0.299, -0.381], [-2.743, -0.037, -1.158], [0.527, 0.243, -0.895], [-0.065, -0.070, 0.082], [-0.177, -0.006, -0.224], [0.130, -0.059, 0.030], [-0.196, -0.087, 0.090], [-0.070, -0.057, -0.041], [0.070, -0.027, -0.062], [0.072, -0.004, 0.251], [0.078, -0.015, 0.045], [-0.232, -0.025, -0.103], [0.101, -0.031, -0.199], [-0.143, -0.058, 0.000], [0.050, -0.070, -0.034], [0.197, 0.182, 0.026], [-0.012, -0.147, -0.042], [-0.342, -0.171, 0.047], [0.097, -0.109, 0.090], [0.007, 0.013, 0.001], [0.024, -0.040, 0.076], [0.038, -0.032, -0.032]]}

***

# 2
{"formula": "C10H18N2", "method": "ωB97M-V/def2-TZVPD", "smiles": "C/C=N/N=C/CC.C=C=C(C)C", "lumo_ha": 0.0382, "relative_energy_ev": 5.084, "homo_lumo_gap_ha": 0.3452, "e_homo_ha": -0.30701, "total_charge": 0, "total_energy_ha": -501.15161, "max_force_ev_per_a": 3.88, "symbols": ["C", "C", "N", "N", "C", "C", "C", "H", "H", "H", "H", "H", "H", "H", "H", "H", "H", "C", "C", "C", "C", "C", "H", "H", "H", "H", "H", "H", "H", "H"], "coordinates": [[3.318, 1.530, -0.888], [1.815, 1.442, -0.844], [1.151, 0.793, 0.004], [-0.178, 0.816, -0.029], [-0.976, 1.378, 0.804], [-2.445, 1.053, 0.532], [-3.200, 2.173, -0.166], [3.559, 0.923, -1.780], [3.923, 1.162, 0.007], [3.565, 2.575, -0.968], [1.455, 1.909, -1.764], [-0.532, 1.925, 1.714], [-2.290, 0.118, -0.189], [-2.912, 0.876, 1.469], [-2.809, 2.244, -1.266], [-4.263, 1.907, -0.272], [-3.218, 3.050, 0.417], [-1.555, -1.599, 1.695], [-0.507, -1.672, 0.865], [0.460, -1.970, 0.079], [1.701, -2.557, 0.605], [0.372, -1.709, -1.420], [-2.047, -2.600, 1.915], [-1.886, -0.802, 2.372], [2.566, -2.009, 0.420], [1.722, -2.443, 1.716], [1.915, -3.658, 0.413], [-0.479, -1.216, -1.684], [1.171, -0.994, -1.744], [0.603, -2.645, -2.014]], "atomic_forces_ev_per_a": [[0.276, -1.482, 1.222], [1.127, 0.060, -0.452], [0.659, 1.252, 1.660], [-1.729, 0.411, -0.664], [1.766, -0.347, 0.019], [1.740, -0.550, -1.930], [-0.156, -1.590, -2.702], [0.599, 0.636, 0.224], [-1.213, 0.121, -1.064], [0.297, 0.364, -0.611], [-1.008, 0.232, 0.364], [-0.978, -0.526, -1.234], [-1.095, 1.851, 1.884], [-0.586, -0.757, 0.713], [-0.549, 0.548, 2.149], [0.275, -0.169, 0.011], [0.462, 1.418, 0.264], [1.017, -1.990, -0.116], [-2.948, 0.060, 2.481], [0.463, -0.347, -2.136], [0.189, -1.915, 2.667], [3.584, -1.491, 0.103], [0.340, 1.348, -0.506], [0.545, -0.097, -0.642], [1.602, 1.065, -1.316], [-0.465, -0.466, -0.547], [-0.553, 1.341, -0.179], [-2.689, 0.780, -0.793], [-0.302, -0.640, 0.492], [-0.671, 0.879, 0.638]]}

***

# 3
{"formula": "C6H14BrMgN2O2", "method": "ωB97M-V/def2-TZVPD", "lumo_ha": -0.3122, "relative_energy_ev": 4.332, "homo_lumo_gap_ha": 0.0892, "e_homo_ha": -0.40134, "total_charge": 1, "total_energy_ha": -3270.78203, "max_force_ev_per_a": 2.98, "symbols": ["Mg", "Br", "C", "C", "O", "N", "C", "H", "H", "H", "H", "H", "H", "H", "C", "C", "O", "N", "C", "H", "H", "H", "H", "H", "H", "H"], "coordinates": [[28.677, 18.059, 5.525], [25.855, 19.630, 4.219], [33.746, 20.061, 3.857], [32.351, 20.412, 3.305], [31.451, 19.628, 3.590], [32.136, 21.518, 2.629], [30.919, 21.862, 1.897], [34.318, 20.985, 3.777], [34.080, 19.243, 3.218], [33.807, 19.711, 4.887], [32.893, 22.168, 2.469], [31.023, 21.797, 0.814], [30.750, 22.921, 2.089], [30.058, 21.209, 2.032], [22.198, 20.860, -0.294], [21.002, 19.975, 0.108], [19.887, 19.989, -0.445], [21.188, 19.293, 1.227], [20.132, 18.547, 1.890], [21.744, 21.693, -0.830], [22.887, 20.335, -0.957], [22.758, 21.273, 0.545], [22.097, 19.306, 1.666], [19.277, 19.222, 1.844], [20.244, 18.349, 2.956], [19.936, 17.588, 1.411]], "atomic_forces_ev_per_a": [[-1.327, 1.281, -1.200], [1.758, -1.009, 0.852], [-0.460, 1.268, -0.996], [0.479, -1.675, 2.415], [-1.472, -0.821, -0.050], [0.090, 0.987, -1.278], [-0.052, 0.356, -0.617], [0.751, -0.424, -0.130], [0.475, 0.273, -0.063], [-0.680, 0.133, -0.102], [0.090, -0.312, 0.092], [0.731, -0.061, -0.127], [-0.630, -0.201, 0.203], [0.251, 0.206, 1.001], [-0.849, -0.039, -0.502], [-1.690, 1.263, -0.999], [2.027, 0.084, 0.322], [1.182, -1.423, 2.179], [-0.785, 0.467, -0.231], [0.237, -0.035, -0.147], [-0.084, -0.022, -0.033], [-0.117, -0.247, 0.157], [-0.168, 0.067, -0.228], [-0.435, -0.525, -0.258], [0.876, 0.236, -0.077], [-0.200, 0.172, -0.182]]}

***

# 4
{"formula": "C14H18N2O", "method": "ωB97M-V/def2-TZVPD", "smiles": "c1ccncc1.c1ccncc1.C1CCOC1", "lumo_ha": 0.0328, "relative_energy_ev": 2.340, "homo_lumo_gap_ha": 0.3860, "e_homo_ha": -0.35323, "total_charge": 0, "total_energy_ha": -728.97685, "max_force_ev_per_a": 1.38, "symbols": ["C", "C", "C", "N", "C", "C", "H", "H", "H", "H", "H", "C", "C", "C", "N", "C", "C", "H", "H", "H", "H", "H", "C", "C", "C", "O", "C", "H", "H", "H", "H", "H", "H", "H", "H"], "coordinates": [[11.365, -5.445, -13.110], [10.390, -4.542, -13.498], [9.553, -4.047, -12.511], [9.619, -4.400, -11.229], [10.559, -5.262, -10.878], [11.442, -5.837, -11.785], [12.068, -5.831, -13.839], [10.427, -4.118, -14.493], [8.791, -3.315, -12.764], [10.656, -5.546, -9.834], [12.193, -6.543, -11.458], [9.219, 1.280, -13.016], [9.397, -0.077, -13.191], [10.110, -0.541, -14.298], [10.652, 0.250, -15.208], [10.502, 1.557, -15.003], [9.814, 2.121, -13.939], [8.645, 1.613, -12.160], [9.010, -0.798, -12.483], [10.030, -1.615, -14.447], [10.948, 2.195, -15.760], [9.697, 3.195, -13.885], [11.019, 4.979, -19.652], [12.224, 4.150, -19.201], [12.621, 4.773, -17.852], [11.845, 5.979, -17.721], [11.349, 6.311, -18.996], [10.081, 4.591, -19.255], [10.985, 5.061, -20.737], [13.045, 4.296, -19.908], [12.080, 3.073, -19.129], [13.679, 5.038, -17.807], [12.344, 4.160, -16.994], [12.118, 6.837, -19.585], [10.506, 6.990, -18.882]], "atomic_forces_ev_per_a": [[0.119, -0.272, -0.129], [0.617, 0.338, 0.342], [-0.218, 0.102, -0.114], [-0.176, 0.239, 0.093], [0.413, -0.568, -0.144], [-0.020, 0.168, -0.138], [-0.010, -0.014, 0.027], [-0.410, -0.160, -0.092], [-0.021, -0.041, 0.031], [-0.284, 0.202, 0.046], [-0.017, 0.007, 0.058], [0.199, -0.394, 0.286], [0.286, -0.180, -0.093], [-1.224, -0.213, 0.605], [-0.016, -0.139, -0.048], [0.259, 0.261, -0.185], [-0.252, 0.202, -0.205], [0.044, 0.323, -0.105], [-0.131, 0.049, -0.034], [0.769, 0.045, -0.330], [-0.003, 0.047, 0.084], [0.079, 0.012, 0.031], [0.272, 0.041, 0.043], [0.534, -0.027, 0.010], [-0.544, 0.424, 0.098], [0.133, -0.145, 0.190], [0.048, 0.232, -0.376], [-0.036, -0.060, -0.093], [-0.247, -0.076, 0.001], [-0.073, 0.004, -0.026], [-0.273, 0.028, 0.009], [0.070, -0.173, 0.040], [0.217, -0.142, -0.009], [-0.029, -0.044, 0.037], [-0.076, -0.077, 0.089]]}

***

# 5
{"formula": "C6H10ClN", "method": "ωB97M-V/def2-TZVPD", "smiles": "C=C/C(CN)=C(\\C)Cl", "lumo_ha": 0.0098, "relative_energy_ev": 3.058, "homo_lumo_gap_ha": 0.3132, "e_homo_ha": -0.30338, "total_charge": 0, "total_energy_ha": -749.44410, "max_force_ev_per_a": 6.51, "symbols": ["C", "C", "C", "C", "N", "C", "C", "Cl", "H", "H", "H", "H", "H", "H", "H", "H", "H", "H"], "coordinates": [[2.201, 0.518, 0.037], [0.833, 0.848, 0.082], [-0.350, 0.067, -0.008], [-1.625, 0.755, -0.552], [-1.196, 1.806, -1.476], [-0.319, -1.249, 0.417], [0.573, -1.832, 1.338], [-1.577, -2.492, -0.145], [2.730, 1.351, 0.133], [2.626, -0.367, -0.298], [0.715, 1.925, 0.285], [-2.255, -0.012, -0.936], [-2.162, 1.406, 0.227], [-1.849, 2.375, -1.839], [-0.627, 1.338, -2.194], [-0.223, -2.297, 2.097], [1.450, -1.162, 1.739], [1.055, -2.978, 1.092]], "atomic_forces_ev_per_a": [[-6.471, -0.518, -0.439], [4.104, 0.870, 1.015], [-1.669, -2.514, 0.271], [0.825, 1.996, 1.296], [3.808, -3.475, 0.588], [-1.702, 1.911, -3.177], [2.224, -4.743, 3.154], [0.745, 1.453, 0.631], [2.891, 3.026, 0.487], [0.534, -1.620, -0.269], [-0.350, -0.582, -0.189], [-0.828, -0.434, -0.380], [0.589, -1.651, -0.375], [-2.969, 2.042, -1.509], [-0.481, 0.834, 0.045], [2.004, 1.363, -0.510], [-2.225, -1.294, -0.534], [-1.030, 3.335, -0.105]]}

***

# 6
{"formula": "C9H12", "method": "ωB97M-V/def2-TZVPD", "lumo_ha": [0.0123, 0.0063], "relative_energy_ev": 4.915, "homo_lumo_gap_ha": [0.2890, 0.2870], "e_homo_ha": [-0.27676, -0.28071], "total_charge": 0, "total_energy_ha": -349.92428, "max_force_ev_per_a": 7.54, "symbols": ["C", "C", "C", "C", "C", "C", "C", "C", "C", "H", "H", "H", "H", "H", "H", "H", "H", "H", "H", "H", "H"], "coordinates": [[1.364, 0.524, 1.170], [2.161, 0.708, -0.046], [0.353, -0.607, 1.042], [1.628, 0.610, -1.201], [0.094, 0.279, -1.293], [-0.610, -0.418, -0.257], [-1.544, 0.591, 0.206], [-1.157, -1.755, -0.663], [-1.768, 1.811, 0.524], [1.985, 0.276, 2.021], [3.188, 0.604, 0.115], [0.826, -1.550, 0.785], [-0.232, -0.724, 1.944], [2.130, 0.501, -2.254], [-0.465, 0.171, -2.197], [-1.963, -1.727, -1.439], [-1.615, -2.188, 0.246], [-0.448, -2.502, -1.080], [-2.620, 2.063, 1.107], [-1.207, 2.735, 0.463], [0.781, 1.487, 1.329]], "atomic_forces_ev_per_a": [[-1.829, 0.861, 0.697], [1.382, -0.729, 2.457], [-0.580, -0.191, -1.956], [-4.409, -1.401, -5.956], [3.056, 0.769, -0.274], [1.808, -0.836, 2.436], [-0.412, -0.369, -0.697], [-1.600, -1.371, -0.215], [-0.203, 1.647, 0.727], [0.183, 0.456, 0.279], [1.689, 0.488, -0.195], [0.511, -0.192, 0.406], [-0.237, -0.067, 0.106], [-0.631, 0.655, 2.346], [0.323, 0.590, -0.982], [0.505, 0.432, 0.638], [0.045, -0.114, -0.434], [0.147, 0.789, 0.509], [-1.150, -0.239, 0.520], [0.741, -0.130, -0.803], [0.661, -1.047, 0.392]]}

***

Please write out number 5 again, unchanged.
{"formula": "C6H10ClN", "method": "ωB97M-V/def2-TZVPD", "smiles": "C=C/C(CN)=C(\\C)Cl", "lumo_ha": 0.0098, "relative_energy_ev": 3.058, "homo_lumo_gap_ha": 0.3132, "e_homo_ha": -0.30338, "total_charge": 0, "total_energy_ha": -749.44410, "max_force_ev_per_a": 6.51, "symbols": ["C", "C", "C", "C", "N", "C", "C", "Cl", "H", "H", "H", "H", "H", "H", "H", "H", "H", "H"], "coordinates": [[2.201, 0.518, 0.037], [0.833, 0.848, 0.082], [-0.350, 0.067, -0.008], [-1.625, 0.755, -0.552], [-1.196, 1.806, -1.476], [-0.319, -1.249, 0.417], [0.573, -1.832, 1.338], [-1.577, -2.492, -0.145], [2.730, 1.351, 0.133], [2.626, -0.367, -0.298], [0.715, 1.925, 0.285], [-2.255, -0.012, -0.936], [-2.162, 1.406, 0.227], [-1.849, 2.375, -1.839], [-0.627, 1.338, -2.194], [-0.223, -2.297, 2.097], [1.450, -1.162, 1.739], [1.055, -2.978, 1.092]], "atomic_forces_ev_per_a": [[-6.471, -0.518, -0.439], [4.104, 0.870, 1.015], [-1.669, -2.514, 0.271], [0.825, 1.996, 1.296], [3.808, -3.475, 0.588], [-1.702, 1.911, -3.177], [2.224, -4.743, 3.154], [0.745, 1.453, 0.631], [2.891, 3.026, 0.487], [0.534, -1.620, -0.269], [-0.350, -0.582, -0.189], [-0.828, -0.434, -0.380], [0.589, -1.651, -0.375], [-2.969, 2.042, -1.509], [-0.481, 0.834, 0.045], [2.004, 1.363, -0.510], [-2.225, -1.294, -0.534], [-1.030, 3.335, -0.105]]}